# C43H43I2N3O3PSTi

C43H43I2N3O3PSTi as an isolated structure (wB97M-V/def2-TZVPD, the Open Molecules 2025 dataset).

Cartesian coordinates (Å):
Ti -0.221 0.028 0.265
I 2.085 5.932 4.668
C 1.105 4.461 3.559
C -0.014 4.787 2.814
C -0.655 3.807 2.071
I -2.335 4.316 0.962
C -0.213 2.475 2.051
O -0.810 1.551 1.359
C 0.927 2.171 2.835
C 1.388 0.740 2.877
N 1.578 0.186 1.530
C 2.714 0.741 0.775
C 2.548 0.321 -0.671
C 3.356 0.776 -1.667
C 3.180 0.325 -3.000
C 2.196 -0.677 -3.189
C 1.408 -1.085 -2.154
N 1.490 -0.554 -0.871
C 1.572 3.153 3.563
H -0.393 5.800 2.809
H 2.312 0.673 3.462
H 0.633 0.116 3.360
H 1.706 -0.817 1.609
H 2.701 1.826 0.885
H 3.659 0.378 1.194
H 4.151 1.470 -1.410
H 3.837 0.639 -3.798
H 2.054 -1.149 -4.155
H 0.661 -1.852 -2.292
H 2.448 2.890 4.146
O -1.377 -0.726 -1.372
P -2.450 -0.903 -2.398
C -3.404 -2.376 -2.009
C -3.125 -2.999 -0.799
C -3.842 -4.125 -0.413
C -4.830 -4.627 -1.246
C -5.106 -4.008 -2.462
C -4.397 -2.882 -2.845
C -3.588 0.487 -2.461
C -4.401 0.714 -3.571
C -5.328 1.743 -3.557
C -5.462 2.540 -2.426
C -4.664 2.307 -1.316
C -3.724 1.285 -1.329
C -1.755 -1.153 -4.041
C -1.494 -0.086 -4.897
C -0.802 -0.291 -6.079
C -0.358 -1.563 -6.413
C -0.611 -2.632 -5.563
C -1.308 -2.429 -4.383
H -2.344 -2.601 -0.164
H -3.617 -4.591 0.538
H -5.389 -5.506 -0.952
H -5.876 -4.405 -3.111
H -4.619 -2.404 -3.793
H -4.310 0.091 -4.453
H -5.949 1.921 -4.426
H -6.192 3.340 -2.411
H -4.765 2.917 -0.426
H -3.095 1.135 -0.462
H -1.829 0.911 -4.641
H -0.603 0.545 -6.738
H 0.187 -1.722 -7.334
H -0.263 -3.625 -5.817
H -1.499 -3.266 -3.721
C 0.891 -3.496 1.715
C -0.507 -3.416 2.258
C -1.044 -4.451 3.015
C -2.330 -4.377 3.525
C -3.101 -3.249 3.277
C -2.606 -2.195 2.524
C -3.436 -0.982 2.222
C -1.292 -2.272 2.004
N -0.812 -1.253 1.226
H 1.229 -4.530 1.650
H 1.594 -2.971 2.373
H 0.965 -3.034 0.730
H -0.439 -5.333 3.202
H -2.730 -5.193 4.116
H -4.107 -3.183 3.679
H -4.347 -0.971 2.821
H -3.728 -0.972 1.164
H -2.875 -0.063 2.395
O -0.247 1.784 -1.157
S 0.037 2.218 -2.573
C -1.188 3.533 -2.921
C -0.500 4.890 -2.802
C 0.951 4.666 -3.217
C 1.398 3.425 -2.465
H -1.984 3.367 -2.193
H -1.581 3.359 -3.924
H -0.543 5.230 -1.765
H -0.996 5.639 -3.419
H 1.589 5.515 -2.966
H 1.024 4.512 -4.297
H 1.480 3.614 -1.391
H 2.306 2.951 -2.826

Properties
<S²> ... 0.767
Multiplicity ... 2
Energy above the lowest of the compared OMol25 structures with the same formula, charge and spin ... 0.00 kcal/mol

Results of the Mulliken charge analysis, in e, for atoms 1 through 2: 0.09 0.05